The following is a DFT calculation (wB97M-V/def2-TZVPD) of a 3-piece molecular cluster, CH8N2O overall in a non-equilibrium geometry.

Structure (XYZ):
```
12
Properties=species:S:1:pos:R:3:forces:R:3:lowdin_charge:R:1
N 0.5481 1.4681 2.2064 0.58 -1.12 0.30 0.0183
H -0.3443 1.9117 2.2741 -0.11 0.96 -0.38 -0.0009
H 1.2198 1.8398 1.5475 -0.54 0.66 0.01 0.0112
H 3.5247 -2.1721 -0.3416 -0.18 0.20 0.00 -0.0031
H 0.3306 0.5544 1.8465 0.09 -0.50 0.08 -0.0204
N -2.1080 -0.8708 -1.7899 0.20 -1.04 2.03 0.1732
C -1.1893 -0.0446 -1.2170 -0.21 1.36 -2.91 -0.5908
O -1.4109 1.2121 -0.9922 0.41 -0.09 1.08 -0.0535
H -3.0495 -0.5057 -1.5878 0.18 0.35 -0.51 0.0706
H 4.0262 -2.7080 -0.3307 0.18 -0.20 0.00 0.0035
H -1.3924 -0.3436 -0.1227 -0.58 -0.57 -0.13 0.2470
H -0.1551 -0.3413 -1.4926 -0.03 0.00 0.42 0.1448
```
Positions in Å, forces in eV/Å.

Properties
Total charge = 0
E_HOMO = -10.0 eV
Kohn-Sham gap = 7.47 eV
ΔE to the lowest compared entry with this formula, charge and spin = 5.761 eV